ORCA calculation (the ωB97M-V functional and the def2-TZVPD basis) on a structure of composition C14H21N2O2PbSbSe4.

```
45
Properties=species:S:1:pos:R:3:nbo_charge:R:1
Pb -1.8157 0.0561 -0.1298 1.364
C 2.0241 0.1200 0.3415 -0.012
C 1.6286 -0.3858 1.6701 -0.005
C 0.4512 0.1669 2.0131 -0.039
C 0.0184 1.0853 0.9235 -0.168
C 1.1065 1.0107 -0.0874 -0.068
C 1.1406 1.9147 -1.2771 -0.646
C -0.4991 2.4487 1.2993 -0.677
C -0.3353 -0.0429 3.2665 -0.642
C 2.4405 -1.3905 2.4218 -0.653
C 3.2660 -0.3470 -0.3431 -0.653
H 1.2922 2.9535 -0.9663 0.215
H 0.1949 1.9195 -1.8237 0.229
H 1.9480 1.6498 -1.9628 0.200
H 0.3520 3.1221 1.4439 0.210
H -1.0754 2.4161 2.2220 0.243
H -1.1420 2.9000 0.5384 0.258
H -0.2189 0.7974 3.9588 0.205
H -0.0206 -0.9513 3.7799 0.209
H -1.4039 -0.1248 3.0606 0.236
H 2.4370 -2.3354 1.8737 0.266
H 2.0373 -1.5686 3.4180 0.203
H 3.4790 -1.0603 2.5331 0.190
H 4.1573 -0.1096 0.2468 0.201
H 3.3843 0.1084 -1.3276 0.200
H 3.2355 -1.4347 -0.4633 0.246
N -0.9214 -0.5429 -2.5821 -0.833
C -0.5162 -1.9249 -2.8382 -0.223
C 0.7425 -2.2675 -2.0639 -0.530
C 0.5656 -2.4868 -0.5525 0.809
O 1.4274 -3.1826 0.0029 -0.745
O -0.4449 -1.9615 0.0045 -0.788
H -1.7900 -0.3042 -3.0511 0.395
H -0.2097 0.1063 -2.8989 0.369
H -0.3422 -2.0954 -3.9097 0.156
H -1.3374 -2.5719 -2.5265 0.227
H 1.4871 -1.4730 -2.1947 0.203
H 1.1919 -3.1803 -2.4602 0.215
Se -3.5872 4.8731 1.0363 -0.811
Sb -4.3500 2.7563 0.1483 1.098
Se -2.7467 2.0246 -1.7266 -0.692
Se -6.6206 2.6025 -0.6348 -0.775
Se -3.7402 0.8511 1.7109 -0.662
N -3.7612 -2.5018 -1.2644 -0.482
C -3.1293 -1.6393 -0.8295 -0.044
```

- HOMO-LUMO gap (eV) = 6.09
- molecular weight (u) = 894.1
- energy relative to the best compared isomer or geometry (same formula, charge and spin) (kJ/mol) = 138.7
- total charge = -2

---

ORCA calculation (the ωB97M-V functional and the def2-TZVPD basis) on a cluster of 2 separate species, C2H3NO3S in total in a non-equilibrium geometry.

```
10
Properties=species:S:1:pos:R:3:nbo_charge:R:1
C 0.2686 1.6837 0.2375 0.518
C -1.4458 -0.0400 0.2269 0.013
N -0.3674 0.5178 -0.0720 -0.430
O 0.4960 2.6809 -0.3995 -0.547
O 4.5259 -1.5712 -0.5906 -0.829
O 4.6371 0.0531 1.1854 -0.831
S 4.9159 -0.2642 -0.1706 1.660
H 0.5876 1.6047 1.3182 0.104
H -1.5140 -1.0322 -0.0989 0.179
H -2.2949 0.4846 0.7072 0.164
```

- HOMO-LUMO gap (eV) = 8.94
- molecular weight (u) = 121.1
- energy relative to the best compared isomer or geometry (same formula, charge and spin) (kJ/mol) = 161.2
- total charge = 0

---

ORCA calculation (the ωB97M-V functional and the def2-TZVPD basis) on a cluster of 6 separate species, C18H34NO15S2 in total in a non-equilibrium geometry.

```
70
Properties=species:S:1:pos:R:3:nbo_charge:R:1
N -0.1477 0.3883 -1.2279 0.729
O -1.1453 0.9826 -1.6484 -0.578
O -0.0210 0.2468 -0.0851 -0.540
O 0.6038 -0.0693 -2.1063 -0.573
O -1.5822 0.4117 6.5593 -0.588
C -1.1588 0.6792 5.4547 0.802
O -0.9663 1.9374 5.0059 -0.494
C -0.3231 2.0481 3.7418 -0.051
C -0.3057 0.5975 3.2447 -0.443
C -0.7442 -0.3137 4.4240 -0.541
H 0.6804 2.4589 3.8532 0.171
H -0.9280 2.7179 3.1307 0.191
H 0.7230 0.4635 2.9102 0.213
H -1.0083 0.5645 2.4119 0.249
H 0.0894 -0.7882 4.9417 0.227
H -1.4037 -1.0526 3.9689 0.259
O -3.4640 0.6485 2.6703 -0.596
C -3.6737 0.9134 1.4958 0.825
O -4.4822 0.1915 0.5943 -0.530
C -4.7667 0.9508 -0.6238 -0.074
C -4.3943 2.3439 -0.2990 -0.427
C -3.3463 2.2353 0.8060 -0.550
H -5.8385 0.8986 -0.8148 0.183
H -4.2426 0.5853 -1.5069 0.221
H -5.2234 2.9321 0.0943 0.194
H -3.9924 2.8927 -1.1507 0.235
H -3.2088 3.0815 1.4791 0.231
H -2.3851 1.9793 0.3603 0.284
O -1.4501 -1.7804 -3.5235 -0.549
C -1.9089 -2.2723 -2.5037 0.775
O -3.2158 -2.0268 -2.2616 -0.499
C -3.4731 -2.4847 -0.9536 -0.092
C -2.1424 -2.4280 -0.2004 -0.441
C -1.1908 -2.8049 -1.3000 -0.534
H -3.7027 -3.5251 -1.1839 0.162
H -4.1819 -1.9375 -0.3322 0.220
H -2.1018 -3.2289 0.5378 0.204
H -1.9418 -1.5698 0.4409 0.234
H -1.1086 -3.8830 -1.4382 0.236
H -0.2317 -2.2903 -1.2428 0.269
O 1.2323 2.8229 -3.4825 -0.864
S 2.3522 3.7421 -3.1147 2.292
O 2.0250 5.0619 -2.5977 -0.924
O 3.5035 3.0984 -2.1821 -0.701
C 3.7831 1.7060 -2.4407 -0.103
C 4.4435 1.1002 -1.2268 -0.628
C 3.4256 4.0632 -4.6241 -0.848
H 4.4820 1.5932 -3.2695 0.164
H 2.8584 1.1728 -2.6616 0.251
H 5.4103 1.5007 -0.9218 0.205
H 4.5656 0.0258 -1.3644 0.220
H 3.7851 1.2426 -0.3700 0.224
H 3.6334 3.0810 -5.0487 0.232
H 4.2625 4.6635 -4.2674 0.235
H 2.8447 4.6514 -5.3344 0.239
O 0.9810 -4.3427 0.2120 -0.920
S 1.6549 -3.9273 1.4231 2.300
O 2.0019 -4.8961 2.5038 -0.904
O 3.0492 -3.0927 1.0118 -0.716
C 3.0902 -1.9720 0.1560 -0.069
C 2.8971 -2.2609 -1.2921 -0.659
C 0.7072 -2.5563 2.2107 -0.885
H 4.1139 -1.6332 0.3150 0.180
H 2.4449 -1.1990 0.5733 0.197
H 2.9296 -1.4569 -2.0275 0.248
H 1.9129 -2.7091 -1.4280 0.237
H 3.5431 -3.1157 -1.4923 0.200
H 1.2890 -2.1982 3.0600 0.252
H -0.2548 -2.9389 2.5519 0.249
H 0.3376 -1.9209 1.4058 0.280
```

- HOMO-LUMO gap (eV) = 7.54
- molecular weight (u) = 568.6
- energy relative to the best compared isomer or geometry (same formula, charge and spin) (kJ/mol) = 218.6
- total charge = -1

---

ORCA calculation (the ωB97M-V functional and the def2-TZVPD basis) on a cluster of 2 separate species, HN3O3 in total in a non-equilibrium geometry.

```
7
Properties=species:S:1:pos:R:3:nbo_charge:R:1
O 1.9518 -1.2998 0.0747 -0.320
N 0.9809 -0.6289 0.0686 0.732
O -0.1857 -0.9818 0.2262 -0.440
O 1.1118 0.6695 -0.1914 -0.510
H 0.0749 0.9491 -0.1941 0.488
N -2.4397 0.5283 0.2693 0.098
N -1.4940 0.7635 -0.2533 -0.049
```

- HOMO-LUMO gap (eV) = 11.86
- molecular weight (u) = 91.0
- structure (SMILES) = O=[N+]([O-])O.N#N
- energy relative to the best compared isomer or geometry (same formula, charge and spin) (kJ/mol) = 71.0
- total charge = 0

---

ORCA calculation (the ωB97M-V functional and the def2-TZVPD basis) on a structure of composition C13H26N3O3SeTi in a non-equilibrium geometry.

```
47
Properties=species:S:1:pos:R:3:nbo_charge:R:1
Ti 0.2475 0.5413 -0.6766 0.915
C 1.6695 3.0885 0.4179 -0.250
O 1.5951 1.6654 0.4708 -0.571
C 2.8269 1.0417 0.1691 -0.092
C 3.0452 1.0568 -1.3450 -0.096
O 1.8482 0.5853 -1.9428 -0.558
C 1.8492 -0.7766 -2.3181 -0.097
C 0.5349 -1.0018 -3.0537 -0.084
O -0.5250 -0.8523 -2.1235 -0.589
C -1.7219 -1.4699 -2.5979 -0.261
H 2.4643 3.4391 1.0836 0.202
H 0.7112 3.4739 0.7675 0.231
H 1.8459 3.4572 -0.5994 0.196
H 2.7390 -0.0008 0.5123 0.198
H 3.6473 1.5303 0.7094 0.224
H 3.9040 0.4374 -1.6233 0.219
H 3.2093 2.0787 -1.7089 0.225
H 1.9122 -1.4398 -1.4312 0.189
H 2.6962 -0.9950 -2.9860 0.229
H 0.5253 -2.0076 -3.4972 0.218
H 0.4398 -0.2482 -3.8559 0.223
H -1.8689 -1.2677 -3.6627 0.213
H -2.5717 -1.0453 -2.0643 0.239
H -1.6721 -2.5536 -2.4328 0.188
Se -0.8240 2.5133 -1.5778 -0.130
C -2.3548 1.6641 -1.9570 0.017
N -3.3399 1.1081 -2.1742 -0.407
C -0.3409 0.6216 2.3085 -0.236
C -1.0831 -0.1455 3.4383 -0.249
N -1.6832 -1.3440 2.8935 -0.398
C -0.6663 -2.1751 2.2874 -0.238
C -0.0361 -1.4212 1.0815 -0.266
N -0.5737 -0.0564 1.0239 -0.552
C -2.0265 -0.1119 0.8005 -0.259
C -2.6855 -0.9711 1.9167 -0.245
H 0.7357 0.6479 2.5048 0.214
H -0.7118 1.6486 2.2191 0.223
H -1.8783 0.4620 3.8704 0.217
H -0.4008 -0.4299 4.2404 0.214
H -1.1183 -3.1172 1.9685 0.219
H 0.0870 -2.4057 3.0431 0.215
H -0.2791 -1.9285 0.1368 0.228
H 1.0585 -1.3647 1.1959 0.210
H -2.2209 -0.5509 -0.1798 0.228
H -2.4123 0.9169 0.8045 0.245
H -3.1282 -1.8839 1.5133 0.213
H -3.4692 -0.4136 2.4307 0.224
```

- HOMO-LUMO gap (alpha / beta) (eV) = 7.15 / 8.74
- molecular weight (u) = 399.2
- energy relative to the best compared isomer or geometry (same formula, charge and spin) (kJ/mol) = 181.8
- total charge = +1
- 2S+1 = 3

---

ORCA calculation (the ωB97M-V functional and the def2-TZVPD basis) on a structure of composition C25H22IN2O3PRu.

```
55
Properties=species:S:1:pos:R:3:nbo_charge:R:1
Ru 0.4559 0.1519 0.1078 0.843
I 2.3271 0.5973 -1.7322 0.470
C 3.4865 2.2116 -1.0140 -0.158
C 4.7544 2.1143 -1.5242 -0.208
C 5.7294 3.0657 -1.1851 -0.189
C 5.3993 4.0605 -0.3187 -0.117
C 4.0967 4.1641 0.2219 -0.082
C 3.8329 5.2322 1.1164 -0.092
C 2.6011 5.4124 1.6607 -0.214
C 1.5719 4.5223 1.3190 -0.122
C 1.7677 3.4616 0.4606 -0.439
P 0.2806 2.5323 0.0597 1.170
C -1.0111 2.9500 1.2431 -0.463
C -0.8083 2.7048 2.6063 -0.206
C -1.8315 2.9411 3.5078 -0.189
C -3.0607 3.4131 3.0567 -0.158
C -3.2646 3.6620 1.7070 -0.215
C -2.2413 3.4359 0.7933 -0.154
C -0.2884 2.9990 -1.5777 -0.346
C 0.1258 4.1946 -2.1563 -0.213
C -0.3512 4.5484 -3.4113 -0.172
C -1.2351 3.7171 -4.0824 -0.155
C -1.6492 2.5177 -3.5097 -0.194
C -1.1738 2.1613 -2.2615 -0.222
C 3.0674 3.2383 -0.1218 0.012
H 5.0262 1.3032 -2.1874 0.241
H 6.7233 2.9863 -1.6020 0.253
H 6.1352 4.7973 -0.0239 0.242
H 4.6447 5.9080 1.3535 0.242
H 2.4024 6.2297 2.3395 0.250
H 0.5920 4.6947 1.7413 0.238
H 0.1457 2.3364 2.9640 0.245
H -1.6709 2.7514 4.5605 0.252
H -3.8593 3.5964 3.7634 0.246
H -4.2149 4.0473 1.3624 0.245
H -2.3975 3.6554 -0.2549 0.228
H 0.8139 4.8486 -1.6342 0.235
H -0.0322 5.4780 -3.8628 0.244
H -1.6049 4.0001 -5.0588 0.246
H -2.3356 1.8707 -4.0386 0.242
H -1.4940 1.2199 -1.8217 0.192
N -1.7666 -0.0959 0.6426 -0.662
N -1.7512 -0.5546 1.9808 -0.512
C -0.6138 -0.3114 2.7598 0.858
O -0.6361 -0.3703 3.9498 -0.530
O 0.4899 -0.0671 2.0328 -0.703
H -2.2413 0.8060 0.5807 0.404
H -2.2733 -0.7685 0.0737 0.405
H -2.6273 -0.5007 2.4837 0.418
C 0.8266 -3.0202 0.9731 -0.735
C 0.7231 -2.1344 -0.2280 0.507
O 0.7617 -2.3358 -1.3876 -0.340
H 1.0646 -4.0322 0.6478 0.283
H -0.1303 -2.9874 1.4983 0.284
H 1.5825 -2.6132 1.6432 0.290
```

- HOMO-LUMO gap (alpha / beta) (eV) = 7.27 / 5.79
- molecular weight (u) = 657.4
- energy relative to the best compared isomer or geometry (same formula, charge and spin) (kJ/mol) = 0.0
- total charge = +2
- 2S+1 = 5

---

Question: molecular weight of number 5 (C13H26N3O3SeTi)?
Answer: 399.2 u

---

Question: total charge of number 4 (HN3O3)?
Answer: 0